Entry one
DFT (wB97M-V/def2-TZVPD) results for a 19-piece molecular cluster, H38O19 overall.

ORCA input file:
```
! wB97M-V def2-TZVPD RIJCOSX def2/J DEFGRID3
* xyz 0 1
O 3.4665 -3.8465 2.1498
H 4.3047 -3.6639 1.7251
H 2.9194 -3.0907 1.9359
O -1.1165 -0.2630 -3.8947
H -2.0225 -0.1964 -4.1962
H -1.0570 -1.1349 -3.5042
O -1.3652 -1.3678 3.5237
H -0.7302 -1.1784 4.2145
H -0.9463 -1.0572 2.7210
O 1.0526 1.6087 -3.5902
H 1.0711 1.9277 -2.6879
H 0.2860 1.0368 -3.6268
O 3.3898 0.2327 -1.3778
H 4.1724 0.4723 -1.8741
H 3.7147 -0.3280 -0.6734
O -3.7313 -0.3006 2.4698
H -2.9218 -0.8005 2.5747
H -4.1073 -0.6219 1.6503
O 0.9294 -1.0432 -1.9996
H 1.8059 -0.7017 -1.8224
H 1.0627 -1.7066 -2.6766
O -4.2099 2.3579 3.0108
H -3.9846 2.7774 2.1805
H -3.7856 1.5008 2.9696
O -0.6945 2.7149 -0.1989
H -0.8821 3.6367 -0.3756
H 0.2402 2.6208 -0.3824
O 1.9441 2.5947 -1.2290
H 2.4603 3.3844 -1.0673
H 2.5950 1.9048 -1.3581
O 0.1387 0.1429 0.3498
H 0.2783 0.0340 -0.5909
H -0.4801 0.8700 0.4180
O -0.5786 -4.7286 -2.6345
H -1.0445 -5.5428 -2.8247
H -0.6387 -4.6341 -1.6839
O 1.5622 -2.0860 1.3389
H 1.2758 -1.2716 0.9255
H 0.7646 -2.4568 1.7165
O -3.4584 3.7366 0.7695
H -3.5425 4.6088 0.3841
H -2.7312 3.3337 0.2951
O 1.2524 -2.9881 -4.0533
H 2.0588 -3.4801 -3.8985
H 0.5599 -3.5436 -3.6953
O -0.0022 -3.7869 -0.1651
H -0.0890 -3.8865 0.7829
H 0.7738 -3.2382 -0.2788
O -0.3885 2.4632 4.4307
H 0.1225 2.0879 3.7135
H 0.1950 2.4217 5.1884
O -3.5782 4.1464 -2.5170
H -3.9752 4.4854 -3.3193
H -3.2584 3.2765 -2.7565
O 3.3261 1.0297 4.6563
H 4.1012 0.7138 5.1206
H 3.4962 0.8235 3.7372
*
```

Results
Frontier orbital gap = 8.4365 eV

***

Entry two
DFT (wB97M-V/def2-TZVPD) results for a 19-piece molecular cluster, H38O19 overall.

ORCA input file:
```
! wB97M-V def2-TZVPD RIJCOSX def2/J DEFGRID3
* xyz 0 1
O -2.5457 3.4925 1.9451
H -1.5799 3.5856 1.9544
H -2.7248 3.1043 2.8423
O 0.4046 2.8702 0.6296
H 0.3393 2.3196 1.5971
H 0.1109 2.3259 0.0781
O -0.4632 -3.2886 1.9371
H -0.1602 -4.3261 1.8752
H 0.3378 -2.8414 1.4837
O -2.0208 1.6887 -3.6494
H -1.1712 1.9453 -4.1096
H -2.4059 2.6205 -3.8133
O -4.4107 -0.1864 -1.2738
H -3.6293 -0.4894 -1.5389
H -4.3632 0.8905 -1.3149
O -0.2802 -0.8572 3.7775
H -0.1595 -1.8353 3.3410
H -1.1349 -0.9162 3.3474
O 2.1689 -2.8891 0.8678
H 2.6623 -3.6088 0.8128
H 2.3839 -2.4603 1.6369
O 1.0418 1.0285 2.3833
H 0.3728 0.3751 2.7351
H 1.2151 0.8550 1.4480
O 3.0815 2.0937 -0.0621
H 2.3206 2.7191 0.3150
H 3.5584 2.6254 -0.7541
O 1.5532 5.1413 -0.4839
H 0.6019 5.3415 -0.2730
H 1.7035 4.2283 -0.1184
O -0.8817 -0.6970 -0.5718
H -0.1329 -0.8595 -0.0726
H -0.5067 -0.7687 -1.4610
O -2.9321 0.9776 1.2669
H -2.8088 0.1450 0.8586
H -3.1544 1.5957 0.6538
O 3.3253 -1.2683 -3.8016
H 3.4300 -1.7775 -3.0194
H 3.7897 -0.3112 -3.6042
O -2.5896 -1.7291 2.9767
H -2.4759 -2.4148 2.2950
H -3.5164 -1.2746 2.8188
O 4.0027 -0.8052 2.1398
H 3.7287 -0.1628 2.6843
H 4.7475 -0.5751 1.6309
O -2.0535 -4.2738 -0.1802
H -1.5917 -3.5414 0.3042
H -1.8714 -4.0758 -1.1363
O -0.8339 -2.9039 -3.4491
H -1.1927 -1.9347 -3.2803
H -0.8661 -2.8539 -4.3010
O 1.8545 -0.3556 -0.2347
H 2.6790 0.1926 -0.0501
H 2.0996 -1.0158 0.4449
O 1.1337 1.9823 -4.0464
H 1.5090 1.3751 -4.6056
H 1.4177 1.6325 -3.0708
*
```

Results
Frontier orbital gap = 10.2888 eV

***

The most stable of them is entry one.

***

Entry one
DFT (wB97M-V/def2-TZVPD) results for a 8-piece molecular cluster, C35H93N7O10 overall.

ORCA input file:
```
! wB97M-V def2-TZVPD RIJCOSX def2/J DEFGRID3
* xyz 0 1
C -5.3216 -1.9058 -3.0914
O -4.9543 -3.1361 -2.4754
C -3.9690 -3.0199 -1.4020
C -4.3771 -2.0278 -0.2772
C -3.5277 -2.1261 0.9511
N -5.6623 -2.2652 0.2549
H -5.9820 -1.3293 -2.4436
H -5.8208 -2.1928 -4.0170
H -4.4788 -1.2741 -3.3717
H -3.8200 -3.9953 -0.9390
H -2.9810 -2.8309 -1.8217
H -4.2574 -1.0064 -0.6387
H -2.4673 -1.9408 0.7804
H -3.4785 -3.1211 1.3934
H -3.8390 -1.4353 1.7347
H -5.6134 -3.2200 0.5805
H -6.2539 -2.3073 -0.5626
C -3.0977 7.4870 0.4557
O -3.0097 6.2431 -0.2764
C -3.0680 6.3339 -1.6744
C -3.1809 4.8784 -2.2947
C -1.8613 4.1383 -2.1134
N -3.4938 4.8909 -3.7055
H -2.2015 8.1059 0.4984
H -3.3740 7.2422 1.4813
H -3.8381 8.2043 0.1015
H -3.9294 6.9635 -1.8974
H -2.1812 6.8713 -2.0102
H -4.0349 4.5110 -1.7258
H -0.9408 4.5941 -2.4781
H -2.0419 3.1605 -2.5598
H -1.6476 3.9138 -1.0684
H -4.4366 5.2529 -3.7128
H -3.6046 3.9429 -4.0359
C 5.3181 2.1435 1.7520
O 5.5233 0.7909 2.0398
C 6.3249 0.5384 3.2710
C 7.8038 0.7662 3.0754
C 8.4128 -0.1786 2.0741
N 8.5073 0.5697 4.3117
H 6.1920 2.6942 1.4039
H 4.9667 2.6517 2.6500
H 4.5421 2.1968 0.9884
H 5.9816 1.2122 4.0559
H 6.2279 -0.5131 3.5411
H 7.9765 1.7824 2.7210
H 8.1921 -1.2211 2.3034
H 9.5010 -0.1461 2.0208
H 8.1013 -0.0582 1.0365
H 8.1150 1.2024 4.9943
H 9.4395 0.9568 4.2769
C 0.4845 -3.5837 -2.9324
O 0.5712 -3.4969 -4.3312
C 1.9546 -3.4929 -4.7738
C 2.0255 -3.8435 -6.2644
C 3.4263 -3.9724 -6.6781
N 1.3300 -2.7630 -6.9605
H 1.0051 -2.7533 -2.4554
H 0.9406 -4.5114 -2.5865
H -0.5153 -3.7004 -2.5143
H 2.2739 -2.4535 -4.6978
H 2.6440 -4.1184 -4.2067
H 1.4883 -4.7678 -6.4768
H 3.9782 -3.0658 -6.4299
H 3.5029 -4.0802 -7.7601
H 3.8693 -4.7997 -6.1237
H 0.5181 -2.5079 -6.4166
H 1.9543 -1.9780 -6.8414
C -1.8994 0.1091 -2.1030
O -1.2250 0.3746 -0.9380
C 0.1264 -0.0713 -0.8751
C 0.7418 0.4319 0.4323
C 0.9900 1.9532 0.3773
N 1.9843 -0.2935 0.7133
H -1.7985 -0.9424 -2.3720
H -1.4707 0.6937 -2.9170
H -2.9747 0.2871 -2.0951
H 0.0925 -1.1588 -0.8098
H 0.7572 0.1954 -1.7230
H 0.0259 0.1930 1.2187
H 1.2609 2.3358 1.3613
H 0.1225 2.5773 0.1625
H 1.7784 2.1872 -0.3381
H 1.6942 -1.1464 1.1698
H 2.4834 0.2554 1.3986
C -8.2426 4.8602 3.7573
O -7.0794 4.4747 3.1415
C -6.9598 4.8114 1.7361
C -5.6404 4.2810 1.1087
N -5.7592 2.8186 0.9129
C -4.6298 2.1735 0.2911
C -3.4781 1.9646 1.3299
O -3.9727 1.1482 2.3916
C -3.0239 0.8835 3.4623
H -8.2673 5.9494 3.7904
H -8.0364 4.5034 4.7664
H -9.1167 4.3753 3.3227
H -7.0115 5.8716 1.4884
H -7.8009 4.4277 1.1586
H -4.7801 4.6157 1.6883
H -5.5045 4.7252 0.1226
H -5.9710 2.4025 1.8085
H -4.1730 2.6887 -0.5539
H -5.0642 1.2293 -0.0373
H -3.0311 2.8670 1.7470
H -2.7174 1.3197 0.8899
H -2.7307 1.8155 3.9455
H -2.0961 0.3768 3.1964
H -3.4514 0.2334 4.2257
C 3.1794 -0.0905 5.2797
O 2.8362 -1.4136 4.8369
C 3.5922 -1.9612 3.7974
C 2.7949 -2.9256 2.9246
N 1.4795 -2.3930 2.5575
C 0.5826 -3.3742 2.0360
C 1.0606 -3.8782 0.6525
O 0.1042 -4.7867 0.1159
C -0.0273 -6.0164 0.8528
H 2.6677 0.2102 6.1939
H 2.8813 0.6588 4.5463
H 4.2463 -0.0302 5.4944
H 4.4286 -2.5050 4.2365
H 3.9660 -1.1659 3.1525
H 2.6618 -3.9344 3.3154
H 3.2783 -3.1961 1.9859
H 1.0988 -1.9752 3.3946
H -0.4453 -3.0117 2.0244
H 0.4092 -4.1812 2.7479
H 1.9909 -4.4425 0.7156
H 1.1887 -3.0593 -0.0554
H -0.5592 -6.7170 0.2091
H -0.4726 -5.8819 1.8386
H 0.9670 -6.4151 1.0543
C 5.2241 -1.9371 -3.1753
C 4.2189 -2.0695 -1.9781
C 4.9089 -2.2525 -0.5949
O 3.3743 -0.8904 -1.9150
H 4.7274 -1.5246 -4.0535
H 5.6213 -2.9065 -3.4761
H 6.0478 -1.2560 -2.9614
H 3.6602 -2.9893 -2.1512
H 5.6894 -1.5129 -0.4165
H 5.3832 -3.2181 -0.4194
H 4.1673 -2.0564 0.1795
H 3.0851 -0.7990 -1.0042
*
```

Results
Frontier orbital gap = 8.7467 eV

***

Entry two
DFT (wB97M-V/def2-TZVPD) results for a 8-piece molecular cluster, C35H93N7O10 overall.

ORCA input file:
```
! wB97M-V def2-TZVPD RIJCOSX def2/J DEFGRID3
* xyz 0 1
C 4.2356 -0.8570 -1.2492
O 3.9108 -1.5136 -0.0518
C 4.1594 -2.9013 -0.0442
C 3.2415 -3.5447 0.9910
C 3.5935 -5.0229 1.2582
N 1.8550 -3.3440 0.5410
H 5.3108 -0.8839 -1.4730
H 3.8880 0.1687 -1.2744
H 3.7794 -1.4203 -2.0748
H 3.8975 -3.3365 -1.0222
H 5.2383 -3.0603 0.0850
H 3.3941 -2.9953 1.9292
H 2.8913 -5.3050 2.0455
H 4.6400 -5.0338 1.5482
H 3.3558 -5.6612 0.4087
H 1.3709 -3.4720 1.4290
H 1.7411 -2.3642 0.2942
C 1.2953 5.9832 1.3545
O 0.3700 4.9900 1.7595
C -0.9483 5.2722 1.3419
C -1.5980 6.4292 2.0578
C -1.5806 6.2056 3.5857
N -2.9440 6.6567 1.5836
H 1.2557 6.9175 1.9131
H 1.1291 6.1572 0.2852
H 2.3142 5.6009 1.4002
H -0.9817 5.4514 0.2572
H -1.5520 4.3692 1.4897
H -0.9140 7.2811 1.9635
H -0.5672 6.0679 3.9605
H -2.2553 5.3832 3.8313
H -1.9777 7.1149 4.0442
H -3.5059 5.8205 1.4764
H -3.4829 7.2366 2.2138
C -1.3056 8.1760 -3.7844
O -0.9033 7.3526 -4.8483
C -0.9948 5.9588 -4.6642
C -0.2120 5.4368 -3.4850
C 1.2174 5.9160 -3.4158
N -0.3542 3.9689 -3.3244
H -0.5119 8.3436 -3.0512
H -2.1305 7.7208 -3.2239
H -1.6440 9.1291 -4.1801
H -2.0608 5.7262 -4.5780
H -0.5523 5.4941 -5.5495
H -0.6725 5.7012 -2.5196
H 1.3214 7.0006 -3.3075
H 1.7778 5.7062 -4.3365
H 1.8195 5.4958 -2.6070
H 0.4025 3.6744 -2.7145
H -0.1639 3.4610 -4.1895
C -1.2908 0.5047 4.9982
O -2.4754 -0.0237 5.5111
C -2.8640 0.4949 6.7859
C -4.1836 -0.1532 7.1502
C -5.4008 0.3305 6.3964
N -4.3576 0.0238 8.6153
H -0.5087 0.6678 5.7547
H -1.3506 1.3867 4.3536
H -0.8551 -0.3018 4.3957
H -2.0321 0.2482 7.4519
H -2.9896 1.5811 6.7212
H -4.1498 -1.2378 7.0044
H -6.3783 -0.0141 6.7270
H -5.2712 -0.0052 5.3611
H -5.4627 1.4145 6.2558
H -5.2989 -0.2091 8.9035
H -3.7372 -0.5697 9.1504
C -3.2595 -5.9885 -1.3108
O -2.2639 -5.0630 -1.6485
C -0.9381 -5.5230 -1.6521
C -0.1070 -4.6314 -2.5987
C 1.3009 -5.1314 -2.8967
N -0.0021 -3.2805 -2.0416
H -4.2421 -5.5387 -1.2238
H -2.9777 -6.4657 -0.3599
H -3.3072 -6.8645 -1.9710
H -0.5486 -5.3245 -0.6429
H -0.8775 -6.5885 -1.9072
H -0.6321 -4.7566 -3.5541
H 1.8560 -4.4163 -3.5075
H 1.3764 -6.1290 -3.3243
H 1.8955 -5.0780 -1.9734
H 0.5586 -3.4449 -1.2010
H -0.9183 -3.0570 -1.6539
C -2.5129 -2.9195 0.8725
O -1.6918 -3.8777 1.5208
C -2.4940 -4.7874 2.2749
C -1.7971 -6.0989 2.6461
N -0.8603 -6.6469 1.6947
C -0.3946 -8.0047 1.9150
C 0.3857 -8.0861 3.2132
O 0.6629 -9.4443 3.5016
C 1.8185 -9.6755 4.2532
H -3.0538 -3.3761 0.0390
H -1.8500 -2.1820 0.4199
H -3.2158 -2.3768 1.5098
H -3.3895 -5.0691 1.7073
H -2.7979 -4.2453 3.1719
H -2.6020 -6.7816 2.9539
H -1.2253 -5.8612 3.5502
H -1.1037 -6.4938 0.7296
H 0.1920 -8.4065 1.0875
H -1.2107 -8.7450 1.9292
H -0.0886 -7.6355 4.0910
H 1.3253 -7.5240 3.1257
H 1.6659 -9.3514 5.2897
H 2.7292 -9.2702 3.8008
H 1.9839 -10.7539 4.3108
C 3.1249 2.4168 -1.9908
O 2.4033 3.4466 -2.6481
C 3.2632 4.2793 -3.4003
C 3.6086 3.6497 -4.7532
N 2.4813 3.6673 -5.6916
C 2.0782 2.3512 -6.2090
C 0.9961 2.5007 -7.2678
O -0.1537 3.1596 -6.8399
C -0.9354 2.4442 -5.9055
H 3.9638 2.8434 -1.4297
H 3.4990 1.7379 -2.7644
H 2.4470 1.9042 -1.3122
H 4.2046 4.4719 -2.8770
H 2.8301 5.2583 -3.6019
H 4.0570 2.6612 -4.6232
H 4.3577 4.2249 -5.3088
H 1.6416 4.1025 -5.3306
H 1.7209 1.7630 -5.3482
H 2.9416 1.8080 -6.5957
H 0.7965 1.4927 -7.6591
H 1.4615 3.0374 -8.0960
H -1.8607 2.9983 -5.7706
H -0.4151 2.3690 -4.9451
H -1.1636 1.4359 -6.2632
C 0.4766 2.0373 -0.5031
C -0.0588 1.2509 0.6796
C 0.5888 -0.1393 0.7490
O 0.2382 1.9456 1.8755
H -0.0720 2.9585 -0.7000
H 0.4331 1.4103 -1.3990
H 1.5298 2.2547 -0.3063
H -1.1183 1.0227 0.4852
H -0.0372 -0.8765 0.2377
H 0.5752 -0.5588 1.7575
H 1.5923 -0.1098 0.3232
H 0.1286 2.8858 1.6762
*
```

Results
Frontier orbital gap = 9.1971 eV

***

The most stable of them is entry one.

***

Entry one
DFT (wB97M-V/def2-TZVPD) results for an isolated ion of composition C4H7ClNO2 and charge +1.

ORCA input file:
```
! wB97M-V def2-TZVPD RIJCOSX def2/J DEFGRID3
* xyz 1 1
C -1.1846 -0.0384 1.2217
C 0.0914 -0.8527 1.7489
C -1.7398 -0.6612 -1.1525
C 2.7874 -0.0529 0.5983
N -1.0315 -0.7356 0.0879
O -1.8514 0.8585 1.5735
O -0.0215 -1.5494 0.6195
Cl 1.5780 0.2851 1.9724
H 0.1251 -1.3585 2.6277
H -1.0216 -0.7813 -2.0210
H -2.4603 -1.4922 -1.2586
H -2.2792 0.2982 -0.9720
H 2.7783 0.8284 -0.1096
H 3.7789 -0.1302 1.0464
H 2.4223 -0.9332 0.1114
*
```

Results
Frontier orbital gap = 9.6419 eV

***

Entry two
DFT (wB97M-V/def2-TZVPD) results for an isolated ion of composition C4H7ClNO2 and charge +1.

ORCA input file:
```
! wB97M-V def2-TZVPD RIJCOSX def2/J DEFGRID3
* xyz 1 1
C -1.2249 -1.1271 0.0557
C -1.6826 0.3820 0.3749
C 1.2029 -1.2745 -0.7566
C 0.6678 1.5190 0.3986
N -0.0911 -0.6981 -0.5977
O -1.7027 -2.1656 0.2617
O -0.2962 0.7319 -0.3189
Cl -3.1063 1.0308 -0.3363
H -1.4904 0.6674 1.4648
H 1.1706 -2.1610 -0.2424
H 1.4884 -1.3688 -1.8867
H 2.0305 -0.5938 -0.2601
H 1.6298 0.8085 0.4759
H 0.9857 2.5300 -0.0331
H 0.4188 1.7193 1.4002
*
```

Results
Frontier orbital gap = 11.0937 eV

***

The most stable of them is entry one.

***

Entry one
DFT (wB97M-V/def2-TZVPD) results for an isolated molecule of C3H6FOP.

ORCA input file:
```
! wB97M-V def2-TZVPD RIJCOSX def2/J DEFGRID3
* xyz 0 3
C -1.7485 -0.3386 0.6956
C -1.0422 0.2744 -0.1784
C 0.2453 -0.2238 -1.0910
O 1.8649 0.9446 0.6329
F -1.2001 1.6279 -0.3793
P 1.7978 -0.5027 -0.1617
H -2.5240 0.0424 1.4481
H -1.7054 -1.3692 0.8541
H 0.4239 0.7146 -1.6167
H 0.0334 -1.0308 -1.8684
H 2.8291 1.1460 0.6604
H 1.0257 -1.2849 1.0044
*
```

Results
Expectation value of S² = 2.005
Frontier orbital gap (spin up / spin down) = 4.8880 / 6.9296 eV

***

Entry two
DFT (wB97M-V/def2-TZVPD) results for an isolated molecule of C3H6FOP.

ORCA input file:
```
! wB97M-V def2-TZVPD RIJCOSX def2/J DEFGRID3
* xyz 0 3
C -0.0162 -1.7431 -1.3514
C -0.3580 -0.5568 -0.8216
C -0.0970 -0.2501 0.6140
O -0.0836 2.2268 1.5311
F 0.6571 -1.1969 1.2219
P 0.8891 1.4588 0.4021
H -0.2654 -2.0416 -2.2927
H 0.7312 -2.4175 -0.7879
H -0.8446 0.2749 -1.2413
H -1.0580 -0.0681 1.0403
H 0.5525 2.4649 2.1922
H -0.1070 1.8489 -0.5065
*
```

Results
Expectation value of S² = 2.007
Frontier orbital gap (spin up / spin down) = 5.9357 / 7.6968 eV

***

The most stable of them is entry two.